(1)
{
  "formula": "C3H4NO2S",
  "method": "ωB97M-V/def2-TZVPD",
  "symbols": ["C", "S", "C", "O", "N", "C", "O", "H", "H", "H", "H"],
  "coordinates": [[-1.353, -0.117, -0.739], [0.426, 0.440, -0.716], [0.971, -0.235, 1.274], [-0.039, -0.567, 1.828], [2.173, 0.120, 1.592], [3.402, -0.054, 1.052], [4.390, 0.531, 1.513], [-1.846, -0.521, 0.089], [-1.287, -0.858, -1.598], [-2.013, 0.708, -1.070], [3.282, -0.767, 0.151]],
  "lowdin_charge": [-0.503, 0.545, -0.671, -0.031, 0.047, -0.436, -0.070, -0.016, 0.008, 0.004, 0.123],
  "smiles": "CS/C([O-])=N\\C=O",
  "charge": -1,
  "e_homo_ha": -0.158,
  "molar_mass_g_mol": 118.1,
  "relative_energy_kcal_mol": 6.8,
  "max_force_ha_per_bohr": 0.0739,
  "lumo_energy_ev": 3.67,
  "orbital_gap_ev": 7.97
}

(2)
{
  "formula": "C26H46HfO2P2",
  "method": "ωB97M-V/def2-TZVPD",
  "symbols": ["Hf", "C", "C", "C", "C", "C", "C", "H", "H", "H", "C", "H", "H", "H", "C", "H", "H", "H", "C", "H", "H", "H", "C", "H", "H", "H", "C", "C", "C", "C", "C", "C", "C", "C", "H", "H", "H", "H", "H", "H", "H", "H", "H", "H", "H", "H", "P", "P", "C", "C", "H", "H", "H", "H", "C", "H", "H", "H", "C", "H", "H", "H", "C", "H", "H", "H", "C", "H", "H", "H", "C", "O", "C", "O", "H", "H", "H"],
  "coordinates": [[0.036, -1.734, -0.318], [-2.043, -1.812, 2.820], [-1.951, -1.133, 1.573], [-1.708, -3.449, 1.253], [-1.721, -3.157, 2.620], [-1.950, -2.201, 0.527], [-2.377, -1.224, 4.148], [-3.163, -0.458, 4.076], [-1.471, -0.764, 4.585], [-2.768, -1.967, 4.877], [-1.771, -4.241, 3.638], [-2.152, -3.857, 4.584], [-0.802, -4.709, 3.863], [-2.433, -5.061, 3.320], [-2.240, -4.775, 0.843], [-1.779, -5.588, 1.470], [-2.030, -5.007, -0.207], [-3.340, -4.857, 1.015], [-2.623, -2.169, -0.821], [-3.722, -2.303, -0.733], [-2.276, -3.025, -1.439], [-2.480, -1.217, -1.396], [-2.410, 0.254, 1.380], [-3.477, 0.292, 1.105], [-1.861, 0.775, 0.585], [-2.276, 0.860, 2.297], [0.660, 3.200, 2.445], [-0.660, 3.320, 2.714], [-1.748, 3.862, 1.818], [-1.369, 4.624, 0.524], [-1.380, 3.563, -0.544], [-0.298, 2.825, -0.785], [0.223, 1.920, 0.278], [1.250, 2.682, 1.149], [-2.488, 4.424, 2.437], [-0.436, 5.206, 0.568], [-2.311, 2.995, 1.444], [1.751, 3.503, 0.585], [1.418, 3.255, 3.242], [-1.113, 2.891, 3.637], [2.037, 1.952, 1.394], [-0.549, 1.568, 0.972], [0.119, 2.780, -1.794], [0.678, 1.040, -0.222], [-2.157, 5.349, 0.286], [-2.374, 3.407, -0.981], [2.482, 1.359, -2.319], [1.415, -1.369, -3.495], [3.228, 0.893, -3.988], [2.952, -0.574, -4.346], [4.308, 1.124, -3.969], [2.766, 1.559, -4.737], [2.873, -0.686, -5.447], [3.783, -1.209, -4.005], [1.256, -2.653, -4.856], [0.234, -3.062, -4.856], [1.964, -3.472, -4.683], [1.457, -2.214, -5.856], [0.197, -0.286, -4.385], [0.566, 0.009, -5.384], [-0.007, 0.597, -3.775], [-0.728, -0.873, -4.498], [3.987, 1.206, -1.236], [3.615, 0.967, -0.227], [4.545, 2.156, -1.195], [4.660, 0.400, -1.570], [2.558, 3.192, -2.595], [2.711, 3.464, -3.652], [3.369, 3.637, -2.000], [1.644, 3.703, -2.281], [1.518, -1.319, 3.693], [1.331, -0.499, 2.505], [1.045, -1.064, 1.362], [1.205, -2.396, 1.155], [1.925, -2.300, 3.366], [0.502, -1.424, 4.128], [2.175, -0.703, 4.314]],
  "lowdin_charge": [1.740, -0.165, -0.211, -0.227, -0.207, -0.480, 0.002, 0.099, 0.094, 0.098, -0.007, 0.078, 0.107, 0.090, -0.031, 0.105, 0.081, 0.129, -0.066, 0.131, 0.091, 0.096, -0.041, 0.120, 0.049, 0.095, -0.086, -0.114, -0.189, -0.149, -0.107, -0.155, -0.253, -0.180, 0.132, 0.127, 0.082, 0.125, 0.109, 0.115, 0.089, 0.051, 0.051, 0.018, 0.120, 0.126, 0.854, 0.782, -0.412, -0.404, 0.096, 0.078, 0.093, 0.077, -0.301, 0.041, 0.043, 0.061, -0.320, 0.069, 0.006, 0.039, -0.269, 0.011, 0.048, 0.047, -0.257, 0.054, 0.046, 0.012, 0.046, -0.045, -0.350, -0.153, 0.115, 0.093, 0.119],
  "charge": 2,
  "e_homo_ha": [-0.443, -0.443],
  "molar_mass_g_mol": 631.1,
  "relative_energy_kcal_mol": 219.5,
  "max_force_ha_per_bohr": 0.0626,
  "lumo_energy_ev": [-7.87, -7.87],
  "orbital_gap_ev": [4.19, 4.20]
}

(3)
{
  "formula": "C26H53N2O7",
  "method": "ωB97M-V/def2-TZVPD",
  "symbols": ["N", "C", "C", "C", "C", "N", "C", "H", "H", "H", "H", "H", "H", "H", "H", "H", "H", "H", "C", "C", "O", "C", "H", "H", "H", "H", "H", "H", "C", "C", "O", "C", "H", "H", "H", "H", "H", "H", "C", "C", "O", "C", "H", "H", "H", "H", "H", "H", "C", "C", "O", "C", "H", "H", "H", "H", "H", "H", "C", "C", "O", "C", "H", "H", "H", "H", "H", "H", "C", "C", "O", "C", "H", "H", "H", "H", "H", "H", "C", "C", "O", "C", "H", "H", "H", "H", "H", "H"],
  "coordinates": [[-2.563, -4.148, -5.113], [-2.278, -4.670, -3.763], [-0.942, -4.134, -3.120], [-0.126, -3.033, -3.872], [-0.917, -1.739, -3.551], [-1.574, -1.991, -2.472], [-1.377, -3.318, -1.860], [-2.449, -3.139, -5.174], [-3.565, -4.291, -5.245], [-3.108, -4.467, -3.055], [-2.248, -5.777, -3.857], [-0.258, -4.978, -2.933], [0.215, -3.210, -4.902], [0.805, -2.947, -3.256], [-0.924, -0.833, -4.169], [-2.187, -1.266, -2.108], [-0.440, -3.227, -1.257], [-2.179, -3.712, -1.220], [1.764, 1.497, 0.248], [2.031, 0.284, -0.599], [3.153, -0.089, -0.846], [0.836, -0.466, -1.139], [2.703, 1.930, 0.564], [1.211, 2.241, -0.331], [1.193, 1.215, 1.135], [0.245, 0.193, -1.779], [0.224, -0.837, -0.314], [1.182, -1.316, -1.730], [-7.311, -4.831, -1.310], [-6.186, -4.280, -2.139], [-5.359, -5.008, -2.652], [-6.123, -2.784, -2.310], [-7.235, -5.916, -1.273], [-7.253, -4.440, -0.292], [-8.269, -4.562, -1.758], [-6.013, -2.303, -1.336], [-7.029, -2.426, -2.801], [-5.263, -2.526, -2.931], [2.692, 5.934, 1.894], [3.438, 4.629, 1.971], [2.875, 3.568, 1.772], [4.905, 4.678, 2.299], [1.650, 5.732, 1.645], [2.733, 6.445, 2.849], [3.125, 6.564, 1.116], [5.050, 5.131, 3.277], [5.437, 5.253, 1.540], [5.305, 3.664, 2.316], [5.447, 8.700, 5.404], [4.428, 7.644, 5.085], [4.274, 7.230, 3.951], [3.602, 7.115, 6.227], [5.967, 8.988, 4.490], [4.953, 9.580, 5.819], [6.177, 8.313, 6.114], [3.029, 7.927, 6.678], [4.251, 6.658, 6.975], [2.909, 6.360, 5.855], [9.828, 8.190, 6.030], [9.161, 8.899, 7.179], [7.954, 8.924, 7.290], [10.053, 9.576, 8.185], [9.067, 7.750, 5.386], [10.415, 8.900, 5.446], [10.472, 7.395, 6.407], [10.651, 10.346, 7.695], [10.708, 8.840, 8.656], [9.441, 10.044, 8.955], [-8.062, -7.396, 3.105], [-7.455, -6.228, 2.376], [-8.148, -5.374, 1.866], [-5.952, -6.162, 2.304], [-9.147, -7.314, 3.078], [-7.767, -8.329, 2.624], [-7.735, -7.394, 4.146], [-5.565, -7.042, 1.787], [-5.533, -6.107, 3.310], [-5.654, -5.271, 1.751], [-3.548, -4.863, -9.931], [-2.849, -6.094, -9.416], [-2.284, -6.856, -10.165], [-2.880, -6.337, -7.929], [-3.445, -4.816, -11.014], [-4.610, -4.906, -9.681], [-3.099, -3.969, -9.495], [-3.913, -6.445, -7.592], [-2.401, -5.509, -7.405], [-2.340, -7.255, -7.703]],
  "lowdin_charge": [0.017, -0.217, -0.229, -0.070, 0.031, 0.096, -0.077, 0.051, 0.080, 0.074, 0.129, 0.151, 0.136, 0.134, 0.167, 0.183, 0.138, 0.144, -0.026, -0.492, 0.090, -0.046, 0.056, 0.094, 0.096, 0.078, 0.088, 0.060, -0.014, -0.493, 0.044, -0.020, 0.090, 0.071, 0.097, 0.087, 0.092, 0.064, -0.021, -0.464, 0.023, -0.014, 0.081, 0.051, 0.093, 0.066, 0.092, 0.083, -0.016, -0.471, 0.024, -0.011, 0.087, 0.095, 0.058, 0.089, 0.090, 0.081, -0.018, -0.494, 0.053, -0.021, 0.079, 0.088, 0.088, 0.088, 0.088, 0.084, -0.019, -0.503, 0.056, -0.024, 0.086, 0.089, 0.089, 0.088, 0.087, 0.071, -0.027, -0.511, 0.076, -0.035, 0.084, 0.084, 0.080, 0.084, 0.055, 0.083],
  "charge": 1,
  "e_homo_ha": -0.397,
  "molar_mass_g_mol": 505.7,
  "relative_energy_kcal_mol": 0.0,
  "max_force_ha_per_bohr": 0.0593,
  "lumo_energy_ev": -4.37,
  "orbital_gap_ev": 6.44
}

(4)
{
  "formula": "C38H38F3O10PSi",
  "method": "ωB97M-V/def2-TZVPD",
  "symbols": ["C", "C", "C", "C", "O", "O", "P", "O", "O", "C", "C", "O", "C", "F", "F", "F", "O", "Si", "C", "C", "C", "H", "H", "H", "H", "H", "H", "H", "H", "H", "H", "H", "H", "H", "H", "H", "H", "H", "H", "H", "H", "H", "H", "C", "C", "C", "C", "C", "C", "C", "O", "C", "C", "C", "C", "C", "C", "C", "O", "H", "H", "H", "H", "H", "H", "H", "H", "C", "C", "C", "C", "C", "C", "C", "O", "C", "C", "C", "C", "C", "C", "C", "O", "H", "H", "H", "H", "H", "H", "H", "H"],
  "coordinates": [[-1.822, -0.357, -5.902], [-1.188, 0.778, -5.093], [0.264, 1.048, -5.497], [1.233, 0.059, -4.875], [1.672, 0.641, -3.641], [1.833, -0.396, -2.673], [3.344, -1.006, -2.673], [4.260, -0.376, -3.620], [3.083, -2.555, -2.910], [3.054, -3.054, -4.240], [3.431, -4.536, -4.228], [4.371, -4.856, -3.230], [2.207, -5.409, -3.963], [1.509, -5.551, -5.104], [1.377, -4.863, -3.065], [2.519, -6.623, -3.528], [3.717, -0.984, -1.158], [2.663, -1.265, 0.170], [1.570, -2.738, -0.141], [3.806, -1.617, 1.595], [1.648, 0.251, 0.549], [-1.542, -0.298, -6.954], [-2.910, -0.296, -5.852], [-1.548, -1.341, -5.519], [-1.193, 0.505, -4.034], [-1.784, 1.683, -5.211], [0.548, 2.055, -5.188], [0.366, 0.985, -6.583], [0.751, -0.893, -4.641], [2.106, -0.137, -5.504], [2.053, -2.937, -4.661], [3.762, -2.506, -4.863], [3.827, -4.797, -5.213], [5.138, -4.282, -3.333], [2.132, -3.568, -0.569], [1.131, -3.052, 0.808], [0.757, -2.494, -0.827], [4.120, -2.664, 1.580], [3.303, -1.425, 2.542], [4.718, -1.021, 1.526], [2.194, 1.158, 0.284], [1.446, 0.244, 1.621], [0.700, 0.228, 0.014], [0.824, 1.812, 6.842], [0.173, 1.540, 8.041], [-0.452, 0.320, 8.233], [-0.435, -0.634, 7.223], [0.208, -0.357, 6.015], [0.842, 0.866, 5.831], [0.218, -1.349, 4.903], [0.787, -1.114, 3.858], [-0.500, -2.637, 5.116], [-0.547, -3.560, 4.078], [-1.199, -4.769, 4.257], [-1.803, -5.062, 5.475], [-1.762, -4.145, 6.511], [-1.116, -2.927, 6.334], [-1.104, -1.946, 7.458], [-1.624, -2.204, 8.522], [1.315, 2.765, 6.697], [0.155, 2.284, 8.827], [-0.958, 0.091, 9.161], [1.339, 1.063, 4.891], [-0.070, -3.317, 3.139], [-1.237, -5.485, 3.447], [-2.308, -6.009, 5.614], [-2.228, -4.356, 7.464], [-5.799, 5.600, 0.643], [-5.639, 4.348, 1.227], [-4.543, 3.566, 0.905], [-3.604, 4.030, -0.009], [-3.771, 5.281, -0.605], [-4.869, 6.066, -0.271], [-2.797, 5.794, -1.612], [-2.940, 6.884, -2.122], [-1.648, 4.915, -1.970], [-0.747, 5.345, -2.937], [0.334, 4.548, -3.278], [0.527, 3.321, -2.650], [-0.371, 2.890, -1.689], [-1.462, 3.678, -1.349], [-2.424, 3.174, -0.328], [-2.258, 2.106, 0.221], [-6.653, 6.212, 0.900], [-6.371, 3.984, 1.936], [-4.399, 2.593, 1.354], [-4.979, 7.035, -0.737], [-0.907, 6.303, -3.413], [1.031, 4.882, -4.036], [1.369, 2.696, -2.910], [-0.237, 1.938, -1.196]],
  "lowdin_charge": [-0.106, -0.250, -0.173, -0.186, -0.142, -0.171, 0.372, -0.206, -0.166, -0.144, -0.244, 0.027, -0.599, 0.141, 0.158, 0.174, -0.217, 0.442, -0.143, -0.147, -0.140, 0.071, 0.069, 0.068, 0.109, 0.106, 0.102, 0.115, 0.119, 0.124, 0.130, 0.129, 0.164, 0.116, 0.035, 0.028, 0.041, 0.037, 0.023, 0.036, 0.044, 0.022, 0.024, -0.055, -0.055, -0.001, -0.082, -0.081, 0.000, -0.268, 0.091, -0.079, 0.001, -0.053, -0.055, -0.001, -0.081, -0.277, 0.109, 0.108, 0.108, 0.120, 0.119, 0.108, 0.109, 0.108, 0.121, -0.058, -0.058, -0.003, -0.083, -0.082, -0.003, -0.278, 0.105, -0.084, -0.001, -0.050, -0.054, 0.010, -0.078, -0.276, 0.107, 0.107, 0.107, 0.120, 0.120, 0.120, 0.110, 0.094, 0.102],
  "e_homo_ha": -0.357,
  "molar_mass_g_mol": 770.8,
  "relative_energy_kcal_mol": 0.0,
  "max_force_ha_per_bohr": 0.0147,
  "lumo_energy_ev": -1.06,
  "orbital_gap_ev": 8.65
}